1.
The following is a DFT calculation (wB97M-V/def2-TZVPD) of a 15-piece molecular cluster, C90H75F15 overall at a distorted geometry.

HOMO-LUMO gap ... 9.486 eV
Total charge ... 0
Multiplicity ... 1

Geometry as XYZ:
```
180
C90H75F15, DFT wB97M-V/def2-TZVPD
F -9.56 -4.15 27.14
C -9.44 -5.35 27.72
C -8.51 -5.41 28.78
C -8.52 -6.52 29.51
C -9.16 -7.67 29.02
C -9.99 -7.64 27.96
C -10.13 -6.42 27.23
H -7.85 -4.55 29.02
H -7.87 -6.61 30.39
H -9.03 -8.53 29.65
H -10.58 -8.52 27.64
H -10.76 -6.28 26.39
F -0.47 4.67 27.61
C -1.38 4.56 28.62
C -2.43 3.65 28.45
C -3.28 3.49 29.48
C -3.14 4.16 30.66
C -2.08 5.02 30.83
C -1.17 5.30 29.79
H -2.57 3.01 27.57
H -4.03 2.73 29.29
H -3.92 4.12 31.35
H -2.01 5.54 31.73
H -0.32 5.96 29.83
F -3.71 -3.27 23.09
C -4.35 -3.81 24.08
C -5.04 -4.99 23.82
C -5.70 -5.73 24.82
C -5.67 -5.29 26.11
C -4.90 -4.13 26.44
C -4.22 -3.38 25.47
H -5.18 -5.20 22.76
H -6.25 -6.70 24.59
H -6.20 -5.81 26.86
H -4.83 -3.81 27.47
H -3.63 -2.49 25.61
F -6.80 5.18 29.55
C -7.70 4.39 28.93
C -7.34 3.14 28.46
C -8.28 2.24 27.90
C -9.62 2.64 27.69
C -9.92 3.94 28.18
C -9.04 4.74 28.86
H -6.29 2.81 28.60
H -7.97 1.29 27.63
H -10.43 2.07 27.25
H -10.88 4.30 28.00
H -9.33 5.75 29.10
F -5.61 3.24 25.68
C -6.26 2.13 25.29
C -7.10 2.24 24.21
C -7.71 1.12 23.65
C -7.35 -0.15 24.20
C -6.57 -0.23 25.35
C -5.98 0.90 25.89
H -7.43 3.28 23.93
H -8.38 1.22 22.77
H -7.86 -1.04 23.75
H -6.27 -1.25 25.75
H -5.29 0.83 26.74
F -1.43 -3.64 30.82
C -1.19 -2.39 31.19
C -2.21 -1.44 30.96
C -1.87 -0.06 31.07
C -0.58 0.30 31.42
C 0.34 -0.68 31.73
C 0.05 -2.06 31.65
H -3.15 -1.88 30.59
H -2.63 0.65 30.90
H -0.19 1.29 31.38
H 1.40 -0.45 31.86
H 0.84 -2.77 31.83
F -12.73 -6.39 28.90
C -12.32 -5.63 29.92
C -11.79 -6.18 31.10
C -11.44 -5.30 32.15
C -11.56 -3.93 31.92
C -11.95 -3.41 30.67
C -12.33 -4.25 29.66
H -11.74 -7.22 31.17
H -11.07 -5.83 33.03
H -11.30 -3.21 32.72
H -11.98 -2.35 30.58
H -12.49 -3.93 28.68
F 0.57 1.86 24.76
C -0.22 1.12 25.55
C 0.26 0.70 26.80
C -0.52 -0.11 27.57
C -1.79 -0.45 27.15
C -2.19 -0.06 25.85
C -1.47 0.82 25.07
H 1.19 1.05 27.23
H -0.15 -0.37 28.59
H -2.46 -1.00 27.78
H -3.23 -0.33 25.59
H -1.80 1.28 24.14
F -14.74 -2.04 21.94
C -13.52 -1.50 21.98
C -13.31 -0.51 23.03
C -12.07 0.13 23.18
C -11.03 -0.32 22.32
C -11.24 -1.28 21.37
C -12.53 -1.84 21.10
H -14.15 -0.29 23.61
H -11.95 0.90 23.93
H -10.07 0.10 22.57
H -10.39 -1.59 20.77
H -12.76 -2.60 20.34
F -0.95 -5.59 23.50
C -1.17 -5.24 24.78
C -0.78 -3.95 25.22
C -0.83 -3.71 26.59
C -1.21 -4.72 27.53
C -1.56 -5.92 27.02
C -1.56 -6.22 25.68
H -0.53 -3.16 24.49
H -0.61 -2.70 26.94
H -1.23 -4.56 28.61
H -1.95 -6.62 27.74
H -1.95 -7.17 25.32
F -10.32 2.05 33.41
C -9.60 3.15 33.83
C -8.78 3.73 32.96
C -7.97 4.78 33.34
C -7.92 5.07 34.71
C -8.67 4.39 35.58
C -9.60 3.47 35.16
H -8.71 3.42 31.88
H -7.43 5.27 32.58
H -7.15 5.74 35.15
H -8.59 4.59 36.65
H -10.30 2.95 35.76
F -4.88 -2.81 32.82
C -4.75 -3.91 32.06
C -4.08 -4.98 32.59
C -3.93 -6.13 31.84
C -4.48 -6.21 30.59
C -5.08 -5.11 30.04
C -5.26 -3.90 30.77
H -3.62 -4.80 33.56
H -3.42 -7.11 32.17
H -4.31 -7.07 29.97
H -5.52 -5.14 29.06
H -5.66 -3.00 30.35
F -4.89 0.06 32.73
C -5.65 0.35 33.78
C -5.41 1.48 34.52
C -6.32 1.71 35.57
C -7.42 0.93 35.86
C -7.62 -0.16 35.00
C -6.72 -0.43 33.97
H -4.69 2.20 34.23
H -6.15 2.65 36.17
H -8.13 1.18 36.57
H -8.49 -0.90 35.15
H -6.88 -1.27 33.36
F -9.64 -0.53 30.94
C -8.53 -0.80 30.17
C -7.38 -0.14 30.52
C -6.25 -0.38 29.74
C -6.35 -1.24 28.63
C -7.51 -1.77 28.27
C -8.65 -1.67 29.10
H -7.38 0.65 31.31
H -5.31 0.18 29.84
H -5.43 -1.54 28.11
H -7.68 -2.32 27.34
H -9.50 -2.33 28.95
F -10.40 -1.32 26.41
C -11.67 -1.29 26.91
C -11.95 -0.46 27.97
C -13.25 -0.39 28.38
C -14.22 -1.10 27.75
C -13.92 -1.96 26.63
C -12.60 -2.18 26.26
H -11.22 0.16 28.41
H -13.54 0.30 29.16
H -15.20 -1.05 28.20
H -14.64 -2.50 26.01
H -12.24 -2.78 25.46
```

=====

2.
The following is a DFT calculation (wB97M-V/def2-TZVPD) of a 15-piece molecular cluster, C90H90 overall at a distorted geometry.

HOMO-LUMO gap ... 9.411 eV
Total charge ... 0
Multiplicity ... 1

Geometry as XYZ:
```
180
C90H90, DFT wB97M-V/def2-TZVPD
C 3.26 -2.65 -6.96
C 4.61 -2.19 -7.04
C 5.06 -1.11 -6.36
C 4.12 -0.42 -5.59
C 2.77 -0.79 -5.57
C 2.38 -1.94 -6.20
H 2.99 -3.59 -7.35
H 5.23 -2.85 -7.60
H 6.14 -0.94 -6.39
H 4.42 0.42 -4.99
H 2.06 -0.35 -4.92
H 1.36 -2.26 -6.14
C -4.24 6.09 1.67
C -3.83 7.40 1.41
C -2.52 7.58 1.04
C -1.61 6.48 0.97
C -2.13 5.21 1.17
C -3.48 5.00 1.53
H -5.29 5.94 1.84
H -4.55 8.22 1.41
H -2.15 8.54 0.79
H -0.61 6.70 0.89
H -1.54 4.30 1.16
H -3.79 3.99 1.75
C 2.00 4.47 -3.91
C 2.99 4.53 -2.92
C 4.20 3.83 -2.99
C 4.42 3.09 -4.12
C 3.48 3.11 -5.17
C 2.30 3.85 -5.12
H 1.08 5.04 -3.81
H 2.81 5.17 -2.10
H 4.85 3.93 -2.11
H 5.20 2.38 -4.24
H 3.84 2.62 -6.07
H 1.66 4.11 -6.01
C -1.66 -2.33 -3.75
C -1.66 -1.09 -3.07
C -2.55 -0.15 -3.50
C -3.49 -0.38 -4.55
C -3.38 -1.59 -5.19
C -2.56 -2.55 -4.75
H -0.88 -2.99 -3.43
H -1.11 -0.83 -2.17
H -2.54 0.70 -2.86
H -4.24 0.33 -4.70
H -4.16 -1.79 -5.99
H -2.50 -3.50 -5.25
C -2.46 3.07 3.99
C -1.53 2.11 4.37
C -1.96 1.06 5.15
C -3.27 0.99 5.66
C -4.22 1.99 5.34
C -3.78 3.05 4.51
H -2.10 3.86 3.38
H -0.52 2.13 3.98
H -1.23 0.34 5.51
H -3.64 0.26 6.41
H -5.18 2.14 5.81
H -4.33 3.96 4.25
C 4.52 5.27 1.20
C 4.03 6.16 2.14
C 3.07 5.73 3.06
C 2.69 4.40 3.13
C 3.18 3.49 2.19
C 4.03 3.96 1.21
H 5.25 5.59 0.37
H 4.39 7.19 2.13
H 2.58 6.41 3.74
H 2.11 4.06 4.02
H 2.79 2.52 2.16
H 4.44 3.30 0.43
C 1.35 -7.35 3.71
C 2.26 -6.81 4.59
C 1.88 -6.28 5.80
C 0.54 -6.25 6.07
C -0.43 -6.71 5.19
C 0.02 -7.28 4.00
H 1.74 -7.75 2.81
H 3.30 -6.66 4.40
H 2.59 -5.94 6.50
H 0.20 -5.83 7.03
H -1.47 -6.93 5.42
H -0.74 -7.64 3.35
C 1.75 0.94 -1.42
C 0.56 1.55 -0.98
C 0.15 1.23 0.33
C 0.91 0.32 1.12
C 2.00 -0.34 0.60
C 2.52 0.07 -0.65
H 2.22 1.21 -2.36
H -0.05 2.26 -1.65
H -0.72 1.77 0.71
H 0.61 0.22 2.19
H 2.65 -0.94 1.15
H 3.46 -0.34 -1.03
C 7.09 1.13 0.24
C 6.41 -0.04 0.29
C 6.25 -0.86 -0.78
C 6.79 -0.41 -1.98
C 7.51 0.77 -2.08
C 7.74 1.50 -0.93
H 7.16 1.75 1.11
H 5.86 -0.35 1.20
H 5.75 -1.78 -0.75
H 6.85 -1.07 -2.87
H 7.92 1.09 -3.03
H 8.43 2.33 -0.89
C 1.61 -2.82 3.82
C 2.39 -2.63 4.97
C 3.74 -3.08 4.94
C 4.23 -3.70 3.81
C 3.44 -3.87 2.67
C 2.15 -3.42 2.66
H 0.61 -2.54 3.83
H 1.88 -2.30 5.92
H 4.36 -2.95 5.81
H 5.24 -4.23 3.79
H 3.91 -4.27 1.80
H 1.54 -3.43 1.85
C -6.05 -3.75 -0.12
C -5.81 -3.11 -1.33
C -4.66 -3.46 -2.10
C -3.72 -4.37 -1.66
C -4.05 -5.10 -0.47
C -5.12 -4.74 0.31
H -6.86 -3.48 0.54
H -6.47 -2.39 -1.75
H -4.50 -3.03 -3.04
H -2.82 -4.56 -2.23
H -3.41 -5.92 -0.19
H -5.34 -5.18 1.27
C -3.08 -2.74 4.57
C -2.19 -3.75 4.21
C -2.04 -4.12 2.91
C -2.63 -3.31 1.92
C -3.49 -2.27 2.29
C -3.71 -2.03 3.62
H -3.26 -2.44 5.62
H -1.67 -4.24 5.04
H -1.42 -4.96 2.57
H -2.50 -3.64 0.88
H -3.89 -1.66 1.57
H -4.40 -1.27 3.96
C -4.77 1.93 0.09
C -4.84 1.47 1.41
C -6.07 1.42 1.98
C -7.21 1.86 1.32
C -7.07 2.33 0.01
C -5.85 2.36 -0.63
H -3.77 1.98 -0.24
H -3.93 1.24 2.01
H -6.21 1.22 3.05
H -8.25 1.82 1.72
H -7.93 2.58 -0.56
H -5.75 2.67 -1.67
C -1.40 5.23 -5.30
C -1.98 4.04 -4.94
C -2.78 3.97 -3.83
C -2.88 5.05 -2.97
C -2.19 6.20 -3.15
C -1.34 6.31 -4.32
H -0.87 5.32 -6.23
H -1.92 3.15 -5.58
H -3.38 3.14 -3.57
H -3.62 4.91 -2.13
H -2.27 7.02 -2.47
H -0.81 7.26 -4.48
C 0.28 -5.42 -0.21
C 0.39 -4.26 -0.98
C 1.66 -3.85 -1.38
C 2.75 -4.64 -1.10
C 2.62 -5.79 -0.34
C 1.39 -6.21 0.07
H -0.63 -5.67 0.36
H -0.36 -3.50 -0.88
H 1.79 -2.92 -1.90
H 3.76 -4.19 -1.23
H 3.44 -6.44 -0.12
H 1.33 -7.15 0.59
```